w:
A single C2H5N3OS2 molecule, computed with ωB97M-V with the def2-TZVPD basis set.

## Properties
Total charge: 0
Molar mass (Da): 151.216
Lowest unoccupied orbital energy (eV): -0.06
Kohn-Sham gap (eV): 8.591

Bonds (Å) are listed after each position.
Atoms and positions in Å:
1 O 2.79 -0.45 -0.63  N2 1.343, H9 1.017
2 N 1.94 -1.19 0.12  O1 1.343, C3 1.276
3 C 0.83 -0.59 0.25  N2 1.276, C4 1.490, N7 1.448
4 C -0.38 -1.13 0.93  C3 1.490, N5 1.327, H10 1.163
5 N -1.68 -0.98 0.69  C4 1.327, S6 1.608
6 S -2.28 -0.36 -0.66  N5 1.608, H11 1.312
7 N 0.85 0.69 -0.44  C3 1.448, S8 1.699, H12 1.002
8 S 0.04 1.89 0.44  N7 1.699, H13 1.377
9 H 3.64 -0.90 -0.29  O1 1.017
10 H -0.12 -1.91 1.76  C4 1.163
11 H -1.20 -0.18 -1.39  S6 1.312
12 H 1.76 0.92 -0.80  N7 1.002
13 H -1.05 1.83 -0.40  S8 1.377

Results of the Löwdin charge analysis, in e, for atoms 1 through 4: -0.090, -0.007, -0.417, -0.200



x:
A single C2H5N3OS2 molecule, computed with ωB97M-V with the def2-TZVPD basis set.

## Properties
Total charge: 0
Molar mass (Da): 151.216
Lowest unoccupied orbital energy (eV): 0.13
Kohn-Sham gap (eV): 8.224

Bonds (Å) are listed after each position.
Atoms and positions in Å:
1 N 0.74 0.33 2.47  C2 1.368, H9 1.082, H10 1.077
2 C 0.47 -0.17 1.23  N1 1.368, O3 1.293, N4 1.421
3 O 0.09 -1.36 0.89  C2 1.293
4 N 0.47 0.84 0.23  C2 1.421, S5 1.662, H11 1.068
5 S 0.94 0.82 -1.36  N4 1.662, C6 1.777
6 C -0.40 -0.06 -2.13  S5 1.777, N7 1.368, S8 1.685
7 N -1.15 -0.90 -1.36  C6 1.368, H12 1.042, H13 1.048
8 S -0.80 0.45 -3.68  C6 1.685
9 H 0.85 -0.31 3.34  N1 1.082
10 H 1.39 1.18 2.36  N1 1.077
11 H 0.06 1.81 0.43  N4 1.068
12 H -2.01 -1.22 -1.87  N7 1.042
13 H -0.66 -1.39 -0.57  N7 1.048

Results of the Löwdin charge analysis, in e, for atoms 1 through 4: 0.125, -0.550, -0.034, -0.365



The structures above, arranged from the most stable to the least stable: x, w.